Molecular formula: C21H26BCl4O2
Method: DFT, ωB97M-V/def2-TZVPD

Properties
- E_LUMO (eV) = 2.7
- HOMO (eV) = -5.94
- orbital gap (hartree) = 0.31649

Structure (ORCA input):
```
! RIJCOSX wB97M-V def2-TZVPD def2/J DEFGRID3
* xyz -1 1
H 3.654 -0.874 -3.165
H 2.152 2.880 -0.236
C 0.508 -0.257 -0.995
Cl 2.585 2.371 2.972
C 0.596 2.305 -1.624
C -3.708 -0.358 2.977
C -0.310 0.115 1.287
H -1.243 3.399 -1.662
C 2.142 -1.772 -1.926
C -2.028 1.741 2.184
O -0.525 0.003 -0.094
H 0.952 4.157 -0.583
H -1.448 -1.839 0.182
C 0.979 -3.209 0.746
H 1.544 -4.404 -1.530
Cl 3.028 -0.078 1.191
B 1.802 0.809 2.335
H -1.581 -3.608 0.071
C -3.170 2.020 2.935
C 0.968 -1.583 -1.191
H 0.670 4.090 -2.810
H 2.223 3.268 -2.695
H -1.676 -2.598 -1.409
H 0.063 -0.858 1.632
Cl 1.375 -0.386 3.747
C -3.967 0.959 3.400
O 0.591 1.118 1.588
C 0.308 -2.854 -0.591
H -2.313 -1.635 1.916
C -1.667 0.410 1.937
H -1.377 2.531 1.823
H 1.045 -2.345 1.418
H -1.382 1.806 -0.885
H 0.184 -3.824 -2.542
C 0.504 -4.062 -1.519
H -3.441 3.033 3.189
C 1.145 3.101 -2.807
H 0.543 2.802 0.494
C 2.775 -0.705 -2.542
C 2.294 0.580 -2.359
H 0.936 2.610 -3.763
H 2.001 -3.570 0.559
C -0.921 2.354 -1.706
C 1.126 0.840 -1.645
H -1.251 1.920 -2.654
H -0.106 -4.899 -1.155
C 1.088 3.080 -0.407
H 0.397 -4.007 1.229
H -4.402 -1.154 3.243
C -1.199 -2.706 -0.426
H 2.540 -2.783 -2.030
Cl -5.277 1.272 4.459
C -2.551 -0.627 2.245
H 2.825 1.421 -2.810
*
```